This record from OMol25 describes an isolated molecule of C21H24N2O3S at a distorted geometry. The level of theory is ωB97M-V/def2-TZVPD.

As for the SMILES: O=C(CSCc1ccccc1)N1CCN(Cc2ccc3c(c2)OCO3)CC1. As for the LUMO energy: 0.671 eV. The multiplicity is 1. The value obtained for the HOMO energy is -8.01 eV. The orbital gap is 8.68 eV. The value obtained for the energy above the lowest of the compared OMol25 structures with the same formula, charge and spin is 38.43 kcal/mol.

Last column: Löwdin charge in e.
Cartesian coordinates (Å):
S -0.35 0.32 -2.75  0.907
O -2.30 1.21 0.24  0.045
O 0.26 -2.89 2.13  0.042
O 1.81 -2.69 0.44  0.028
N -0.63 2.58 -0.34  -0.037
N 2.00 3.04 0.67  -0.152
C 0.40 3.10 -1.21  -0.147
C -1.19 -2.01 -1.50  -0.305
C -3.13 -3.99 -1.58  -0.094
C -3.24 -2.95 -0.68  -0.073
C 1.72 -1.50 1.11  -0.221
C 2.39 -0.33 0.88  0.032
C 0.88 -3.56 1.05  -0.150
C -1.09 -3.05 -2.41  -0.055
C 0.85 3.65 1.31  -0.162
C 0.79 -1.63 2.14  -0.204
C 2.11 0.76 1.72  -0.204
C -1.58 1.67 -0.63  -0.532
C 1.21 0.61 2.77  -0.057
C -0.14 -0.95 -1.45  -0.418
C -0.47 2.92 1.07  -0.112
C 2.77 2.09 1.46  -0.144
C 1.76 2.63 -0.70  -0.148
C -2.28 -1.96 -0.63  -0.038
C -2.05 -4.04 -2.45  -0.086
C -1.77 1.25 -2.07  -0.355
C 0.52 -0.58 2.99  0.024
H -1.31 3.55 1.39  0.133
H 1.79 1.54 -0.80  0.097
H 3.12 -0.26 0.09  0.129
H 0.25 2.74 -2.23  0.074
H 3.01 2.58 2.41  0.123
H -2.64 0.60 -2.12  0.085
H -2.37 -1.14 0.07  0.101
H -4.08 -2.91 0.00  0.104
H -0.24 -3.09 -3.09  0.115
H -0.14 -0.42 -0.50  0.071
H 2.55 3.04 -1.34  0.124
H 1.04 3.71 2.38  0.120
H -0.52 1.99 1.65  0.102
H -1.91 2.10 -2.73  0.084
H -1.96 -4.85 -3.16  0.101
H 3.71 1.94 0.92  0.124
H 0.35 4.19 -1.22  0.128
H 0.77 4.67 0.94  0.115
H 1.40 -4.45 1.42  0.141
H 0.11 -3.85 0.32  0.132
H 1.03 1.44 3.43  0.113
H -3.88 -4.77 -1.61  0.099
H 0.85 -1.36 -1.64  0.079
H -0.18 -0.68 3.80  0.122